[1]
# C5H10O2

A cluster of 2 separate species, C5H10O2 in total (ωB97M-V with the def2-TZVPD basis set, the OMol25 dataset).

Last column: natural (NBO) charge in e.
Element x y z (Å)
C: 0.773 -0.094 1.026  -0.458
C: 0.542 -0.303 -0.454  0.207
C: 0.100 1.118 -0.670  -0.434
C: -0.112 1.269 0.858  -0.404
O: -2.302 -0.467 0.931  -0.948
C: 0.895 -1.293 -1.462  -0.106
O: -0.370 -1.339 -0.803  -0.529
H: 1.764 0.303 1.245  0.222
H: -1.460 -0.485 1.396  0.466
H: 0.719 -1.048 1.592  0.231
H: -0.774 1.163 -1.322  0.227
H: 0.923 1.733 -1.036  0.212
H: -1.182 1.435 1.061  0.253
H: 0.422 2.097 1.320  0.203
H: -2.107 -0.979 0.136  0.485
H: 1.569 -2.128 -1.285  0.190
H: 0.836 -0.952 -2.495  0.184

Properties
SMILES string: C1CC2(C1)CO2.O
spin multiplicity: 1
energy relative to the best compared isomer or geometry (same formula, charge and spin): 81.5 kcal/mol
highest occupied orbital energy: -0.38056 Eh



[2]
# C5H10O2

A cluster of 2 separate species, C5H10O2 in total (ωB97M-V with the def2-TZVPD basis set, the OMol25 dataset).

Last column: natural (NBO) charge in e.
Element x y z (Å)
C: 1.609 0.088 2.154  -0.391
C: 0.384 -0.014 1.613  -0.219
C: 0.013 0.636 0.338  -0.406
C: -1.143 0.320 -0.292  0.366
O: -2.144 -0.491 0.209  -0.670
C: -1.330 0.575 -1.769  -0.687
H: 1.879 -0.477 3.030  0.206
H: 2.245 0.826 1.674  0.203
H: -0.462 -0.320 2.220  0.189
H: 0.452 1.486 -0.165  0.234
H: -2.115 -0.242 1.131  0.476
H: -0.592 0.233 -2.491  0.242
H: -1.418 1.660 -1.884  0.229
H: -2.320 0.224 -2.076  0.230
H: 2.449 -1.734 -1.707  0.463
H: 1.605 -0.809 -0.910  0.475
O: 2.285 -0.795 -1.608  -0.939

Properties
SMILES string: C=C/C=C(/C)O.O
spin multiplicity: 1
energy relative to the best compared isomer or geometry (same formula, charge and spin): 65.0 kcal/mol
highest occupied orbital energy: -0.30790 Eh



[3]
# C5H10O2

The molecule C5H10O2 (ωB97M-V with the def2-TZVPD basis set, the OMol25 dataset).

Last column: natural (NBO) charge in e.
Element x y z (Å)
C: 2.612 -0.361 0.304  -0.246
O: 1.508 0.090 -0.438  -0.536
C: 0.318 -0.555 -0.070  -0.099
C: -0.835 0.130 -0.776  0.074
C: -2.182 -0.472 -0.424  -0.641
C: -0.799 1.869 0.796  0.063
O: -0.850 1.560 -0.463  -0.462
H: 2.452 -0.227 1.384  0.170
H: 3.474 0.233 -0.004  0.195
H: 2.823 -1.425 0.112  0.163
H: 0.161 -0.497 1.017  0.197
H: 0.332 -1.618 -0.368  0.173
H: -0.659 0.116 -1.856  0.198
H: -2.987 0.055 -0.946  0.224
H: -2.220 -1.527 -0.712  0.220
H: -2.351 -0.387 0.654  0.229
H: -0.815 2.985 0.757  0.079

Properties
spin multiplicity: 1
energy relative to the best compared isomer or geometry (same formula, charge and spin): 102.8 kcal/mol
highest occupied orbital energy: -0.31039 Eh



[4]
# C5H10O2

A cluster of 2 separate species, C5H10O2 in total (ωB97M-V with the def2-TZVPD basis set, the OMol25 dataset).

Last column: natural (NBO) charge in e.
Element x y z (Å)
C: 1.143 -2.012 -0.122  -0.606
C: 0.366 -0.857 -0.740  -0.515
C: 0.597 0.474 -0.060  0.617
O: 1.386 0.625 0.846  -0.530
C: -0.184 1.672 -0.599  -0.626
C: -1.514 1.918 0.083  0.458
O: -2.091 1.129 0.790  -0.512
H: 1.002 -2.926 -0.708  0.210
H: 2.212 -1.785 -0.087  0.219
H: 0.814 -2.206 0.903  0.221
H: 0.648 -0.721 -1.794  0.223
H: -0.717 -1.050 -0.744  0.236
H: -0.856 -1.014 2.335  -0.023
H: -0.873 -0.286 2.187  0.017
H: -0.406 1.558 -1.670  0.242
H: 0.432 2.570 -0.484  0.252
H: -1.960 2.910 -0.135  0.114

Properties
SMILES string: CCC(=O)CC=O.[H][H]
spin multiplicity: 1
energy relative to the best compared isomer or geometry (same formula, charge and spin): 51.9 kcal/mol
highest occupied orbital energy: -0.36142 Eh



[5]
# C5H10O2

The molecule C5H10O2 (ωB97M-V with the def2-TZVPD basis set, the OMol25 dataset).

Last column: natural (NBO) charge in e.
Element x y z (Å)
C: 0.263 1.642 -0.438  -0.643
C: 1.099 0.478 0.101  0.103
O: 1.204 0.529 1.510  -0.717
C: -2.169 0.112 0.807  0.117
C: 0.749 -0.941 -0.399  -0.459
C: -0.637 -1.515 -0.080  -0.082
O: -1.262 -0.794 1.016  -0.491
H: 0.804 2.574 -0.248  0.226
H: 0.086 1.563 -1.516  0.209
H: -0.705 1.739 0.069  0.210
H: 2.124 0.635 -0.251  0.183
H: 0.312 0.454 1.877  0.477
H: -2.365 0.098 -0.304  0.042
H: 0.879 -0.970 -1.488  0.218
H: 1.513 -1.596 0.028  0.223
H: -0.573 -2.555 0.248  0.203
H: -1.325 -1.453 -0.931  0.182

Properties
spin multiplicity: 1
energy relative to the best compared isomer or geometry (same formula, charge and spin): 101.7 kcal/mol
highest occupied orbital energy: -0.32679 Eh



[6]
# C5H10O2

A structure of composition C5H10O2 (ωB97M-V with the def2-TZVPD basis set, the OMol25 dataset).

Last column: natural (NBO) charge in e.
Element x y z (Å)
C: 0.907 -0.639 -0.445  0.089
C: -0.271 -0.160 0.350  -0.669
C: 1.546 -1.927 -0.002  -0.631
C: -2.292 1.392 0.289  -0.700
C: -0.928 0.993 -0.222  0.553
O: 1.848 0.526 -0.038  -0.729
O: -0.333 1.729 -1.035  -0.686
H: 1.482 1.254 -0.605  0.528
H: 0.804 -0.561 -1.529  0.207
H: 0.929 0.575 0.824  0.451
H: -0.859 -0.886 0.899  0.229
H: 0.882 -2.759 -0.245  0.225
H: 2.501 -2.077 -0.506  0.225
H: 1.715 -1.930 1.075  0.219
H: -2.378 2.478 0.322  0.234
H: -3.046 1.016 -0.408  0.235
H: -2.504 0.977 1.275  0.219

Properties
spin multiplicity: 1
energy relative to the best compared isomer or geometry (same formula, charge and spin): 72.6 kcal/mol
highest occupied orbital energy: -0.32500 Eh



[7]
# C5H10O2

The molecule C5H10O2 (ωB97M-V with the def2-TZVPD basis set, the OMol25 dataset).

Last column: natural (NBO) charge in e.
Element x y z (Å)
C: -2.192 -0.750 -0.326  -0.722
C: -1.148 0.267 0.059  0.619
O: -1.149 1.378 -0.442  -0.577
C: -0.092 -0.113 1.081  -0.522
C: 1.297 -0.407 0.463  -0.410
C: 1.653 0.415 -0.775  -0.065
O: 1.642 1.801 -0.543  -0.732
H: -1.740 -1.733 -0.499  0.228
H: -2.908 -0.862 0.497  0.241
H: -2.723 -0.411 -1.217  0.239
H: 0.983 0.141 -1.607  0.153
H: 0.706 2.053 -0.472  0.489
H: -0.009 0.738 1.764  0.238
H: -0.412 -0.982 1.667  0.217
H: 1.374 -1.469 0.200  0.203
H: 2.048 -0.211 1.237  0.217
H: 2.668 0.146 -1.086  0.183

Properties
SMILES string: CC(=O)CCCO
spin multiplicity: 1
energy relative to the best compared isomer or geometry (same formula, charge and spin): 24.7 kcal/mol
highest occupied orbital energy: -0.36037 Eh



[8]
# C5H10O2

A cluster of 2 separate species, C5H10O2 in total (ωB97M-V with the def2-TZVPD basis set, the OMol25 dataset).

Last column: natural (NBO) charge in e.
Element x y z (Å)
O: 1.189 -0.237 2.252  -0.948
C: 1.530 -0.572 -1.030  -0.444
C: 0.283 -0.205 -0.742  0.017
C: -0.205 1.164 -0.330  -0.480
C: -1.543 0.821 0.329  -0.070
O: -2.038 -0.278 -0.423  -0.519
C: -0.934 -1.115 -0.705  -0.120
H: 1.931 0.379 2.282  0.466
H: 2.350 0.142 -1.018  0.203
H: 1.775 -1.595 -1.310  0.205
H: 1.270 -0.646 1.378  0.479
H: 0.487 1.674 0.346  0.229
H: -0.362 1.788 -1.218  0.224
H: -2.287 1.618 0.278  0.195
H: -1.378 0.535 1.379  0.180
H: -1.117 -1.620 -1.659  0.203
H: -0.814 -1.883 0.076  0.181

Properties
SMILES string: C=C1CCOC1.O
spin multiplicity: 1
energy relative to the best compared isomer or geometry (same formula, charge and spin): 44.1 kcal/mol
highest occupied orbital energy: -0.35547 Eh



[9]
# C5H10O2

A cluster of 2 separate species, C5H10O2 in total (ωB97M-V with the def2-TZVPD basis set, the OMol25 dataset).

Last column: natural (NBO) charge in e.
Element x y z (Å)
C: 2.629 -1.035 -0.184  -0.632
C: 1.355 -1.391 0.578  -0.113
O: 0.249 -0.692 0.128  -0.397
C: -1.773 0.551 0.159  -0.008
C: -2.031 1.838 0.855  -0.686
C: -1.254 0.453 -1.137  0.223
O: -0.870 -0.667 -1.551  -0.427
H: 2.841 0.035 -0.088  0.206
H: 3.492 -1.602 0.188  0.206
H: 2.493 -1.261 -1.246  0.216
H: 1.164 -2.479 0.536  0.172
H: 1.475 -1.151 1.651  0.201
H: -2.048 -0.378 0.646  0.215
H: -3.085 1.913 1.157  0.234
H: -1.437 1.889 1.778  0.239
H: -1.774 2.700 0.231  0.219
H: -0.982 1.376 -1.676  0.133

Properties
spin multiplicity: 1
energy relative to the best compared isomer or geometry (same formula, charge and spin): 130.5 kcal/mol
highest occupied orbital energy (spin up / spin down): -0.32854 / -0.34563 Eh



[10]
# C5H10O2

A cluster of 2 separate species, C5H10O2 in total (ωB97M-V with the def2-TZVPD basis set, the OMol25 dataset).

Last column: natural (NBO) charge in e.
Element x y z (Å)
C: 0.458 1.914 1.290  -0.339
C: 0.283 1.069 0.289  -0.050
C: 0.269 1.423 -1.160  -0.644
C: -1.302 -0.638 0.467  -0.487
C: -0.021 -0.324 0.668  0.264
O: 0.992 -1.193 1.011  -0.666
O: 0.053 -3.485 -1.117  -0.953
H: 0.416 1.594 2.326  0.179
H: 0.344 2.969 1.205  0.171
H: 1.195 1.318 -1.567  0.225
H: -0.005 2.435 -1.155  0.208
H: -0.474 0.913 -1.868  0.227
H: -1.944 0.186 0.219  0.213
H: -0.523 -3.269 -1.903  0.472
H: -1.682 -1.649 0.753  0.216
H: 1.698 -0.573 1.166  0.483
H: 0.242 -2.691 -0.625  0.481

Properties
expectation value of S²: 2.01
spin multiplicity: 3
energy relative to the best compared isomer or geometry (same formula, charge and spin): 17.7 kcal/mol
highest occupied orbital energy (spin up / spin down): -0.20624 / -0.34240 Eh



[11]
# C5H10O2PS

A cluster of 2 separate species, C5H10O2PS in total (ωB97M-V with the def2-TZVPD basis set, the OMol25 dataset).

Last column: natural (NBO) charge in e.
Element x y z (Å)
C: -1.251 -2.755 -0.103  -0.631
C: -0.269 -0.735 -0.123  -0.520
C: 2.783 1.122 0.644  -0.654
C: -2.964 0.226 0.167  -1.022
C: 2.295 0.303 -0.551  -0.593
O: -1.044 1.640 -1.218  -1.148
O: -0.882 1.584 1.308  -1.140
P: -1.235 0.874 0.039  2.149
S: 1.238 -1.180 -0.255  0.545
H: -0.432 -3.543 -0.206  0.100
H: -1.647 -2.777 -1.148  0.108
H: 3.275 0.358 1.400  0.190
H: 3.489 2.025 0.613  0.217
H: 1.822 1.575 1.148  0.265
H: -3.195 -0.280 1.110  0.237
H: -3.324 1.274 0.175  0.221
H: -3.458 -0.441 -0.657  0.232
H: 3.115 -0.137 -1.126  0.197
H: 1.684 0.866 -1.216  0.246

Properties
spin multiplicity: 1
energy relative to the best compared isomer or geometry (same formula, charge and spin): 91.6 kcal/mol
highest occupied orbital energy: -0.13793 Eh
net charge: -1



[12]
# C5H10O3

A cluster of 2 separate species, C5H10O3 in total (ωB97M-V with the def2-TZVPD basis set, the OMol25 dataset).

Last column: natural (NBO) charge in e.
Element x y z (Å)
C: -1.342 -0.496 -0.407  0.177
C: 1.320 0.584 0.873  -0.057
C: -2.492 0.439 -0.591  -0.649
C: 2.285 -0.466 0.377  -0.669
C: -0.944 -0.941 0.829  0.490
O: -0.792 -1.049 -1.528  -0.688
O: 0.278 1.140 -0.395  -0.829
O: -1.151 -1.659 1.752  -0.500
H: 0.173 -1.037 -1.431  0.489
H: 0.697 1.674 -1.096  0.469
H: 1.808 1.557 0.944  0.192
H: 0.886 0.392 1.851  0.219
H: -2.566 0.801 -1.616  0.232
H: -2.391 1.301 0.065  0.236
H: -3.416 -0.085 -0.333  0.218
H: 3.240 -0.384 0.905  0.235
H: 1.883 -1.473 0.479  0.217
H: 2.522 -0.298 -0.675  0.218

Properties
SMILES string: CC(O)=C=O.CCO
spin multiplicity: 1
energy relative to the best compared isomer or geometry (same formula, charge and spin): 116.1 kcal/mol
highest occupied orbital energy: -0.26069 Eh



- spin multiplicity of number 11 (C5H10O2PS)?
  1